Record 1
The following is a quantum chemistry calculation of a molecular structure, C19H43InN6O9, from the OMol25 dataset.

Atoms and positions in Å:
H 7.275 -22.810 -20.002
C 15.163 -22.584 -23.962
O 7.759 -20.935 -22.760
H 14.838 -19.379 -18.556
C 12.478 -18.432 -26.540
H 8.335 -17.020 -28.175
N 13.505 -17.383 -26.565
H 7.014 -23.234 -21.754
H 10.945 -17.211 -16.767
H 16.696 -15.026 -22.955
H 5.903 -22.255 -20.831
H 16.934 -24.316 -23.079
H 14.434 -18.349 -22.907
H 7.287 -19.480 -19.423
N 8.996 -17.119 -26.165
O 12.926 -16.119 -24.777
H 15.121 -14.928 -25.095
C 16.714 -15.989 -22.445
H 16.085 -25.472 -24.395
H 14.187 -24.300 -23.307
H 13.755 -19.334 -19.833
C 12.379 -17.163 -18.477
H 9.002 -16.109 -26.201
H 7.984 -20.971 -18.792
H 8.143 -19.471 -24.808
H 16.150 -19.879 -22.678
H 9.000 -18.543 -27.616
H 15.529 -16.184 -26.347
In 11.435 -15.582 -22.210
H 12.858 -19.302 -27.076
H 14.506 -14.689 -26.715
C 11.530 -16.512 -17.364
C 11.531 -19.137 -21.882
C 8.157 -20.136 -19.471
H 14.097 -17.396 -27.384
H 17.578 -16.577 -22.754
H 14.109 -20.779 -23.576
C 7.765 -21.238 -21.570
H 9.663 -19.568 -23.909
H 12.295 -16.146 -16.681
C 9.374 -17.701 -25.087
C 8.329 -17.727 -27.347
O 14.319 -16.103 -22.345
H 17.309 -18.672 -22.277
H 15.817 -25.528 -22.711
C 14.145 -18.693 -19.042
C 16.519 -18.902 -22.992
N 15.038 -23.891 -23.665
O 12.365 -18.624 -22.593
C 9.187 -19.157 -24.799
C 13.619 -16.344 -25.750
O 9.728 -16.935 -24.185
N 13.282 -18.102 -18.108
H 12.462 -18.860 -25.537
O 10.673 -18.377 -21.465
H 7.346 -18.178 -27.208
C 14.802 -15.453 -25.995
H 14.657 -17.931 -19.630
C 15.380 -16.682 -22.549
C 13.859 -21.809 -23.831
N 15.364 -17.959 -22.847
H 10.886 -15.705 -17.714
H 13.221 -22.155 -23.018
H 11.500 -18.158 -26.936
H 9.036 -19.713 -18.986
C 16.078 -24.835 -23.511
H 9.031 -19.690 -21.222
H 16.872 -15.774 -21.389
H 13.364 -18.341 -17.130
H 17.084 -18.965 -23.922
N 8.471 -20.439 -20.841
O 16.245 -22.017 -24.014
H 9.612 -19.655 -25.670
H 13.460 -21.894 -24.842
C 6.961 -22.462 -20.986
O 12.318 -16.715 -19.591
H 12.687 -20.518 -21.716
O 11.769 -20.388 -21.466

Properties
- Gap between HOMO and LUMO (spin up / spin down): 9.36 / 4.80 eV
- Molecular weight: 614.40 g/mol
- Charge: +1
- 2S+1: 2

Record 2
The following is a quantum chemistry calculation of a molecular structure, C19H43InOP3SSe, from the OMol25 dataset.

Atoms and positions in Å:
H -5.963 -3.941 0.631
C -0.971 3.470 1.693
H 0.064 1.248 -4.686
H 1.320 -4.250 0.148
H 5.736 1.915 -2.077
Se -3.572 -2.279 -0.416
H -0.606 2.177 -3.306
H -1.184 -1.793 -2.365
P 1.900 -1.906 0.398
H 1.655 -1.981 -3.053
C -6.044 -3.632 2.770
C 5.084 1.293 -1.450
H -3.977 -1.552 4.528
H 2.606 -0.502 -3.402
H -2.964 3.347 -0.359
H -3.104 -1.148 2.247
H 4.228 -1.431 -0.050
H 0.826 -3.305 -1.300
C -3.914 -1.847 2.401
H -0.028 3.874 2.078
H 1.356 -0.051 3.292
H 4.689 3.608 0.176
C 4.155 3.740 -0.773
H 3.097 -1.738 2.488
H 5.514 1.146 -0.449
C 2.302 -2.390 2.112
H -6.878 -4.311 2.919
H 1.427 -2.287 2.757
C -4.423 -2.080 3.681
H -2.516 -1.253 -0.002
H 4.917 0.324 -1.941
P 0.363 0.040 -2.683
H 3.861 -3.173 -0.260
C -2.357 2.455 -0.591
H 4.823 4.105 -1.560
C -1.203 -0.830 -2.887
H -2.034 -0.234 -2.494
H -1.341 -0.995 -3.963
O 2.846 1.544 -0.042
S 3.516 2.150 -1.305
H -1.692 4.288 1.578
H -5.874 -3.141 4.882
H 0.470 1.572 3.166
H 3.315 4.436 -0.646
H 1.164 2.136 -3.582
H 0.371 3.790 -1.868
P -0.660 2.703 0.064
H 0.744 4.632 -0.341
H -0.147 -3.217 0.200
H 1.332 -1.037 -4.543
H -1.355 2.732 2.401
C 3.501 -2.150 -0.446
H -1.538 0.418 2.284
C -5.524 -3.417 1.489
C -5.483 -2.966 3.883
C -4.435 -2.546 1.300
C -0.044 4.123 -0.910
H -2.816 1.576 -0.115
H -2.335 2.301 -1.680
C 0.233 1.558 -3.645
In 0.751 0.422 -0.271
C 0.435 0.488 3.081
C 0.874 -3.302 -0.200
H -0.657 -1.216 2.409
H 3.405 -1.996 -1.529
H 2.654 -3.428 2.122
H -0.866 4.829 -1.100
C 1.618 -0.974 -3.485
C -0.646 -0.137 2.597

Properties
- Gap between HOMO and LUMO: 4.65 eV
- Molecular weight: 606.32 g/mol
- Charge: +3
- Energy relative to the best compared isomer or geometry (same formula, charge and spin): 0.0 kJ/mol

Record 3
The following is a quantum chemistry calculation of a molecular structure, C19H43IrOP3Se, from the OMol25 dataset.

Atoms and positions in Å:
H 2.191 2.020 0.183
H -2.183 -1.577 -0.900
P 0.228 1.919 1.579
C 3.028 0.498 -4.210
H 0.802 2.787 -0.604
H -4.853 1.984 -0.750
C -1.129 -1.663 -0.641
H 1.504 -0.505 3.769
H -1.937 2.718 2.356
H 0.643 -2.055 3.744
H -1.734 0.994 4.047
H -1.495 3.442 0.782
H 0.548 1.614 3.973
H -0.826 -2.643 -0.276
P -1.968 -0.763 2.370
H 1.393 3.054 3.377
Ir -0.470 -0.063 0.711
H 1.403 0.911 -2.048
C -3.714 -0.335 2.072
O -2.293 1.114 -0.367
H 0.401 -3.614 1.279
H 4.814 1.524 -4.923
C -0.168 -0.836 -1.311
C 1.275 -3.066 0.907
Se 2.820 1.339 -2.475
H -2.282 -3.058 1.639
H 5.023 0.091 -6.972
H -3.774 2.742 -1.945
C 4.197 -0.063 -6.269
H 2.087 1.450 3.100
H -4.066 -0.741 1.115
H 2.396 -2.018 3.473
C -4.256 1.807 -1.649
C -2.050 -2.572 2.593
H 3.115 0.259 1.467
H 1.448 -2.033 -5.839
C -1.689 -0.101 4.043
H 3.357 -1.709 -7.415
H 1.216 -0.595 -3.836
C 2.841 -0.629 0.886
C 1.148 2.009 3.147
H 1.283 -3.136 -0.186
C 1.455 -1.483 3.280
C 2.184 -1.263 -5.650
H -0.519 -0.162 -2.098
H 2.802 -0.336 -0.174
H -2.633 0.468 -2.273
H -3.745 -0.217 -1.065
H -0.731 4.028 2.277
H -4.933 1.505 -2.449
C 3.258 -1.071 -6.528
C -3.244 0.710 -1.399
H -0.731 -0.435 4.458
H -2.862 -2.787 3.300
H -4.309 -0.777 2.882
C 4.081 0.736 -5.116
H -2.724 1.782 0.193
C 2.058 -0.463 -4.518
H -3.857 0.752 2.089
H 1.691 3.658 0.686
H 0.840 -1.233 -1.468
H 3.618 -1.394 1.020
P 1.243 -1.316 1.457
H -2.493 -0.481 4.688
H 2.182 -3.547 1.301
C 1.329 2.678 0.350
H -1.122 -2.990 2.999
C -1.114 3.136 1.764

Properties
- Gap between HOMO and LUMO (spin up / spin down): 7.45 / 3.86 eV
- Molecular weight: 651.65 g/mol
- Charge: +4
- 2S+1: 6
- Energy relative to the best compared isomer or geometry (same formula, charge and spin): 0.0 kJ/mol

Record 4
The following is a quantum chemistry calculation of a molecular structure, C19H43NNbO4, from the OMol25 dataset.

Atoms and positions in Å:
O -1.720 0.152 4.457
C 2.327 0.620 0.198
H 0.186 1.212 4.240
H -2.495 0.127 1.610
H -0.332 -3.706 3.629
C 4.668 -1.440 -4.194
H 6.682 -0.342 -6.832
H -5.472 -3.765 2.547
H 4.189 1.395 -4.511
C -4.317 3.165 -0.803
C -5.775 2.452 -0.999
H 6.554 0.249 -3.623
C -4.642 -3.288 3.177
H -4.450 -0.308 6.017
Nb -0.685 0.466 1.511
H 1.970 -0.256 2.232
H -1.762 3.811 -0.407
C 5.983 -1.162 -4.955
C 1.583 0.671 1.640
C 2.332 -2.089 0.120
O -0.980 2.478 1.017
H 2.813 1.142 -3.440
H 2.908 0.213 -4.949
O -5.078 -0.897 4.042
H -3.640 -3.734 2.796
H -4.721 -3.580 4.300
C 3.495 0.641 -4.131
H -6.237 2.696 -2.032
H 1.909 1.592 2.276
H 2.306 -2.401 1.239
N 6.993 -0.552 -4.080
H 3.705 -0.751 -1.046
C -4.019 -0.580 4.979
H -6.540 2.770 -0.206
H 4.936 -0.603 -6.777
H 2.778 -2.948 -0.526
H -1.411 2.118 3.720
H -5.624 1.317 -0.879
C -3.234 2.131 -0.210
H -3.251 1.157 -0.838
H -3.429 1.057 3.475
H -3.104 1.548 5.257
H -0.615 -0.078 -0.222
H 1.610 0.790 -0.695
H -4.453 3.996 0.000
C 5.800 -0.280 -6.188
H 6.369 -2.126 -5.303
H 4.857 -2.255 -3.487
H -3.593 1.858 0.859
C 3.228 -0.724 0.016
H -3.915 3.634 -1.772
H -1.118 2.238 -1.126
H 1.285 -1.807 -0.271
C -0.405 -1.739 2.148
H -3.453 -1.426 2.770
H 4.085 -0.788 0.778
C -1.712 2.663 -0.225
H -3.357 -1.508 5.106
H -5.193 -1.429 1.999
C -4.557 -1.690 2.935
C -0.846 1.112 3.736
H 5.667 0.774 -5.935
H 7.187 -1.192 -3.311
H 3.095 1.497 0.175
O 4.204 -0.350 -3.405
H 3.880 -1.793 -4.870
C -0.314 -2.880 2.822
C -3.088 0.666 4.513

Properties
- Gap between HOMO and LUMO: 6.65 eV
- Molecular weight: 442.46 g/mol
- Charge: -1

Record 5
The following is a quantum chemistry calculation of a molecular structure, C19H43NdO2P3S, from the OMol25 dataset.

Atoms and positions in Å:
C 0.953 -1.726 -3.129
H -2.908 -1.751 2.376
H -2.207 2.884 -1.064
C -2.947 2.126 -0.739
H -4.491 -0.356 -1.320
H -1.761 3.049 -6.243
P -2.306 0.455 -1.132
C 0.554 2.229 -0.865
H -1.315 1.082 -3.240
C -1.930 -2.061 1.987
H -0.114 2.273 -1.729
O -1.037 0.442 2.592
C -1.218 -3.074 -1.730
H 1.413 -4.171 -1.479
C -0.168 1.761 -8.993
C -2.134 0.398 -2.942
H 2.837 -1.096 2.771
C -0.336 0.399 -8.747
C -0.792 -1.606 4.448
P 0.305 -2.058 -1.434
H -3.886 2.154 -1.320
H 3.172 0.617 -1.624
C 1.454 -3.342 -0.746
H -0.942 2.612 0.669
C -3.672 -0.681 -0.653
C 0.118 2.484 0.415
H -3.897 -0.534 0.429
H 4.163 1.297 1.582
Nd -0.194 -0.008 0.465
H -2.074 0.602 -5.791
C -1.028 0.007 -7.571
H -1.968 -2.486 -2.294
H -0.599 -2.689 4.400
H -1.836 -1.332 4.676
H -3.373 -1.737 -0.832
C -0.677 2.717 -8.098
H -1.634 -3.394 -0.751
O -1.218 -1.302 -7.240
H 4.544 0.013 -0.566
H 2.476 -2.928 -0.641
H -0.034 -1.006 4.974
H 2.586 -2.356 1.481
H 4.184 -1.436 1.540
C 3.083 1.475 1.435
C -1.360 2.314 -6.944
H 0.778 2.430 1.290
H 2.532 1.586 2.394
H -1.950 -2.042 0.864
H -0.538 3.782 -8.305
H 1.937 -1.226 -3.031
H 3.394 -1.166 -1.394
C 3.520 -0.172 -0.929
H 1.610 2.092 -1.107
H -1.903 -0.629 -3.279
H 0.049 -0.365 -9.425
H -0.856 -3.943 -2.311
H 2.873 2.344 0.782
H -3.113 2.209 0.358
H -0.828 -1.859 -7.936
H -3.118 0.753 -3.294
H 1.029 -2.720 -3.613
H -1.709 -3.096 2.271
C 3.093 -1.398 1.732
P 2.529 -0.062 0.595
S -0.620 -1.062 2.808
C -1.540 0.957 -6.675
H 0.237 -1.060 -3.652
H 0.364 2.081 -9.892
H 1.069 -3.657 0.248

Properties
- Gap between HOMO and LUMO (spin up / spin down): 3.40 / 3.53 eV
- Molecular weight: 572.78 g/mol
- Charge: +3
- 2S+1: 4
- Energy relative to the best compared isomer or geometry (same formula, charge and spin): 264.8 kJ/mol

Record 6
The following is a quantum chemistry calculation of a molecular structure, C19H43O2P3Ru, from the OMol25 dataset.

Atoms and positions in Å:
H 2.345 2.429 3.258
C 2.314 1.030 4.628
C -1.607 2.458 -3.176
H 0.797 -2.633 0.167
H -1.954 -3.837 -6.269
C -2.216 -2.254 -4.814
C -2.371 -0.802 1.823
C 2.380 0.780 0.384
C 3.412 1.795 5.337
P -1.854 0.670 0.965
C 2.202 -0.824 -1.966
C -0.837 1.661 2.115
C -3.363 1.672 0.836
C -0.486 -3.245 2.764
H 1.234 -2.474 3.784
H -0.782 -5.337 -4.662
H 0.045 -4.001 2.178
H 3.411 0.415 0.291
H 3.578 1.358 6.321
C 0.153 -2.430 3.622
H -1.423 1.930 -4.121
C -0.848 -3.943 -3.045
H 1.336 1.484 -3.720
H 2.944 -1.589 -1.704
H -1.540 -1.173 2.430
H 1.341 3.237 -3.366
H 2.536 -2.247 0.346
H 2.571 -0.026 4.480
H 3.138 2.845 5.477
H -2.239 -0.817 -3.193
H -1.413 2.501 2.528
C 1.513 -1.877 0.506
H -1.013 1.528 -0.394
H -1.579 -3.244 2.672
H -2.558 2.134 -2.736
H -2.728 -1.570 -5.483
H -3.137 2.694 0.518
H 4.345 1.744 4.774
Ru -0.877 0.019 -1.007
C -1.789 -3.514 -5.238
C -1.268 -2.633 -2.587
H 1.351 -1.690 1.570
C -0.257 3.518 -0.869
H -1.214 3.589 -0.339
O -0.966 -2.194 -1.401
H 0.042 2.060 1.600
H -0.107 4.436 -1.451
O 1.999 1.525 3.319
H 0.547 3.410 -0.128
H -0.388 -1.703 4.234
H 1.515 -1.245 -2.710
P 1.242 -0.357 -0.467
H -1.629 3.542 -3.351
H 2.717 0.036 -2.405
C 1.290 2.232 -2.916
H -3.233 -0.615 2.477
H 2.336 1.786 -0.041
H 2.147 0.850 1.457
H -3.852 1.744 1.817
C -1.110 -4.351 -4.336
C -1.982 -1.823 -3.516
H 2.153 2.115 -2.244
H -4.057 1.202 0.130
H -0.245 -4.542 -2.362
P -0.269 2.036 -2.001
H -0.494 1.033 2.945
H 1.378 1.052 5.199
H -2.626 -1.558 1.070

Properties
- Gap between HOMO and LUMO (spin up / spin down): 6.33 / 3.10 eV
- Molecular weight: 497.54 g/mol
- Charge: +4
- 2S+1: 5

Record 7
The following is a quantum chemistry calculation of a molecular structure, C19H44BFNO7PSi2, from the OMol25 dataset.

Atoms and positions in Å:
H 1.024 -2.811 -3.091
H -3.556 -0.534 -3.393
O -2.066 4.448 -0.376
C 3.047 -1.673 4.414
O 1.176 1.990 3.814
N -0.934 3.661 1.622
B -1.394 3.420 0.304
H 1.527 2.824 -4.622
H 4.798 -0.396 4.356
F 1.379 1.847 -7.298
C 2.581 1.065 1.712
H 1.217 0.270 7.184
C -5.498 -2.689 -2.264
H -0.987 -3.107 -2.121
H -0.465 2.275 -3.651
H 3.022 -1.863 3.343
H -1.696 -1.297 -4.455
H 2.536 1.391 -2.492
H -4.109 -3.464 -3.666
H 2.072 1.150 -4.952
H 1.701 2.598 6.434
H 3.315 3.015 2.297
H 3.349 2.464 7.044
H -3.225 -1.547 -1.937
H -1.812 1.649 -1.843
H 5.128 -2.096 4.675
C 0.515 -1.839 -3.061
H 0.557 -1.441 -4.077
C 3.431 2.297 1.485
O 2.862 0.501 2.995
C -4.674 -4.036 -0.527
C 2.525 1.900 6.608
H -3.724 -3.502 -0.666
H -5.298 -1.980 -1.450
H 4.443 -1.064 5.943
H -1.529 4.281 2.158
C -3.354 -1.542 -3.019
O 2.996 1.386 5.360
C -4.521 -2.474 -3.454
H 2.832 0.310 0.964
C -2.183 -0.650 1.046
H -5.259 -3.567 0.275
H 2.775 -2.615 4.894
O -5.404 -4.008 -1.744
H -3.021 4.415 -0.266
H -0.008 2.937 -6.307
H -0.409 0.582 -4.234
P 1.910 0.787 4.294
C -0.925 -2.097 -2.542
H -2.077 -2.976 -4.108
H -4.443 -5.075 -0.289
H 1.114 -1.287 -1.013
O 0.629 1.566 -0.812
C -1.992 -1.982 -3.656
O 2.008 -0.754 4.781
H 1.860 1.204 8.540
H -1.105 -1.399 -1.718
H 1.522 1.282 1.600
H -5.034 -2.075 -4.330
H -0.296 1.190 -6.316
H 3.163 2.783 0.546
Si 1.160 0.884 -2.278
H -2.798 -1.369 1.543
H 4.488 2.026 1.451
H 2.379 -1.242 -2.206
H 2.892 0.053 7.667
H -6.517 -2.468 -2.605
C 1.207 1.814 -4.903
C -1.638 0.270 0.496
C 4.432 -1.280 4.874
C 0.174 1.400 -3.798
C 0.482 1.960 -6.244
Si -1.027 1.653 -0.595
H -0.672 2.837 2.149
C 2.100 0.794 7.558
C 1.322 -0.982 -2.046

Properties
- Gap between HOMO and LUMO: 9.49 eV
- Molecular weight: 515.52 g/mol
- Charge: 0